Molecular formula: C2H10NS
Method: DFT, ωB97M-V/def2-TZVPD

Each line ends with the natural charge from an NBO analysis.
Atoms and positions in Å:
H 1.481 0.825 0.179  0.4465
H -0.880 -2.058 0.062  0.2275
H 1.531 1.030 -1.550  0.4489
S -0.408 0.132 0.993  0.1778
H 2.693 0.152 -0.770  0.4435
H 2.731 1.748 -0.610  0.4455
C -1.570 0.615 -0.295  -0.7497
H -1.594 -1.805 1.668  0.2410
H -1.524 1.695 -0.316  0.2394
N 2.080 0.965 -0.697  -0.8952
H -1.385 0.153 -1.262  0.2186
H 0.127 -2.188 1.500  0.2446
H -2.574 0.390 0.034  0.2470
C -0.709 -1.653 1.064  -0.7352

Values from the calculation:
- ΔE to the lowest compared entry with this formula, charge and spin: 16.42 kJ/mol
- Total charge: +1
- Gap between HOMO and LUMO: 9.108 eV
- HOMO: -13.0 eV